1.
The following is a quantum chemistry calculation of 16 unconnected molecules or ions with the total composition C47H99B2Cl27N15O21P5 at a distorted geometry, from OMol25.

Geometry (Å):
O1 -7.85 -11.01 18.13
C1 -8.70 -10.81 18.97
O2 -9.19 -11.67 19.98
B1 -10.14 -10.92 20.88
O3 -10.14 -9.52 20.37
C2 -9.38 -9.42 19.28
O4 -9.20 -8.44 18.62
O5 -9.56 -10.97 22.27
C3 -10.51 -11.34 23.06
O6 -10.47 -11.31 24.29
C4 -11.77 -11.51 22.27
O7 -11.45 -11.44 20.93
O8 -12.86 -11.76 22.73
O9 -2.68 -17.05 30.77
C5 -2.94 -17.00 29.63
O10 -3.22 -15.92 28.90
B2 -3.66 -16.37 27.56
O11 -3.29 -17.84 27.55
C6 -2.96 -18.24 28.68
O12 -2.68 -19.37 29.00
O13 -2.92 -15.71 26.50
C7 -3.73 -15.10 25.70
O14 -3.38 -14.59 24.67
C8 -5.17 -15.21 26.29
O15 -5.06 -16.06 27.30
O16 -6.13 -14.70 25.84
C9 -11.78 -13.51 26.37
Cl1 -10.24 -14.36 26.22
Cl2 -12.17 -13.05 28.01
Cl3 -13.09 -14.45 25.67
H1 -11.62 -12.62 25.75
C10 -4.09 -21.96 30.70
Cl4 -3.59 -23.47 31.70
Cl5 -4.47 -20.70 31.84
Cl6 -5.37 -22.43 29.61
H2 -3.26 -21.70 30.08
C11 -6.69 -9.48 22.58
Cl7 -5.63 -8.35 23.45
Cl8 -6.10 -11.12 22.80
Cl9 -6.86 -9.12 20.88
H3 -7.61 -9.46 23.11
C12 -7.22 -15.95 23.00
Cl10 -8.07 -14.48 22.70
Cl11 -6.92 -16.76 21.47
Cl12 -8.15 -16.97 24.13
H4 -6.30 -15.88 23.53
C13 -1.64 -20.58 25.76
Cl13 0.14 -20.33 25.86
Cl14 -2.05 -22.08 26.72
Cl15 -2.27 -20.86 24.10
H5 -2.20 -19.71 26.19
C14 -4.28 -16.34 33.46
Cl16 -5.69 -16.79 32.54
Cl17 -3.62 -17.52 34.65
Cl18 -4.43 -14.59 34.22
H6 -3.52 -16.18 32.70
C15 -0.50 -19.36 30.87
Cl19 0.38 -19.00 32.37
Cl20 -0.33 -21.06 30.53
Cl21 0.21 -18.33 29.67
H7 -1.55 -18.96 30.95
C16 -3.45 -17.79 23.01
Cl22 -1.73 -17.71 23.46
Cl23 -4.35 -18.04 24.46
Cl24 -3.98 -18.95 21.77
H8 -3.76 -16.86 22.69
C17 0.20 -14.76 27.16
Cl25 0.91 -16.41 26.96
Cl26 1.27 -13.56 26.44
Cl27 -0.26 -14.30 28.78
H9 -0.76 -14.74 26.56
O17 0.75 -7.82 22.34
P1 -0.44 -8.20 21.62
N1 -1.45 -6.87 21.49
C18 -1.01 -5.48 21.79
C19 -2.92 -7.03 21.53
N2 -1.13 -9.56 22.29
C20 -1.13 -9.88 23.73
C21 -2.20 -10.31 21.67
N3 -0.18 -8.69 20.02
C22 0.66 -9.86 19.77
C23 -1.01 -8.22 18.91
H10 -1.45 -5.23 22.73
H11 -1.28 -4.77 21.03
H12 0.09 -5.48 21.90
H13 -3.21 -8.03 21.24
H14 -3.35 -6.32 20.78
H15 -3.25 -6.81 22.55
H16 -2.00 -9.52 24.26
H17 -0.89 -10.93 23.91
H18 -0.27 -9.41 24.16
H19 -2.28 -9.97 20.68
H20 -2.04 -11.35 21.77
H21 -3.19 -10.06 22.11
H22 1.26 -9.61 18.92
H23 1.28 -10.17 20.65
H24 0.01 -10.71 19.43
H25 -1.41 -9.05 18.42
H26 -0.32 -7.72 18.21
H27 -1.74 -7.44 19.19
O18 -3.02 -13.30 17.58
P2 -3.69 -14.17 18.55
N4 -2.79 -14.09 20.02
C24 -1.42 -13.70 20.02
C25 -3.13 -15.14 21.00
N5 -3.72 -15.74 17.94
C26 -3.02 -16.00 16.70
C27 -4.59 -16.78 18.43
N6 -5.15 -13.85 19.06
C28 -5.43 -12.98 20.22
C29 -6.30 -13.97 18.09
H28 -0.76 -14.55 19.90
H29 -1.28 -13.13 20.94
H30 -1.26 -13.04 19.13
H31 -4.06 -15.60 20.72
H32 -3.35 -14.63 21.92
H33 -2.31 -15.92 21.15
H34 -3.54 -16.69 16.06
H35 -2.85 -15.05 16.19
H36 -1.97 -16.42 16.92
H37 -5.38 -17.04 17.67
H38 -4.13 -17.71 18.70
H39 -5.20 -16.57 19.32
H40 -5.29 -11.97 19.99
H41 -6.45 -13.11 20.54
H42 -4.87 -13.20 21.12
H43 -7.13 -14.51 18.59
H44 -5.97 -14.55 17.24
H45 -6.70 -13.04 17.68
O19 -10.03 -18.96 31.62
P3 -9.54 -17.90 30.68
N7 -8.10 -18.24 29.89
C30 -7.27 -19.20 30.48
C31 -7.41 -17.43 28.94
N8 -9.57 -16.44 31.57
C32 -9.85 -16.45 32.97
C33 -9.45 -15.15 30.91
N9 -10.61 -17.47 29.46
C34 -10.48 -17.88 28.08
C35 -11.97 -17.29 29.91
H46 -6.95 -20.08 29.84
H47 -7.79 -19.70 31.28
H48 -6.26 -18.84 30.79
H49 -6.53 -17.03 29.38
H50 -7.99 -16.52 28.64
H51 -7.06 -18.10 28.12
H52 -10.09 -17.40 33.44
H53 -9.07 -16.08 33.61
H54 -10.69 -15.80 33.22
H55 -8.63 -14.58 31.44
H56 -9.12 -15.29 29.88
H57 -10.42 -14.59 31.06
H58 -11.35 -18.57 27.85
H59 -10.54 -17.01 27.41
H60 -9.53 -18.48 28.07
H61 -12.56 -18.12 29.85
H62 -12.44 -16.51 29.24
H63 -12.00 -17.01 31.01
O20 -8.66 -23.76 25.12
P4 -7.91 -22.53 24.62
N10 -6.57 -22.76 23.68
C36 -6.62 -22.98 22.23
C37 -5.41 -23.38 24.35
N11 -7.34 -21.60 25.96
C38 -8.37 -21.36 26.92
C39 -6.27 -20.50 25.96
N12 -8.98 -21.60 23.66
C40 -10.45 -21.96 23.71
C41 -8.85 -20.19 23.43
H64 -7.68 -23.24 22.07
H65 -6.02 -23.81 21.95
H66 -6.45 -22.07 21.69
H67 -5.38 -22.92 25.32
H68 -4.54 -23.10 23.85
H69 -5.57 -24.48 24.47
H70 -9.02 -20.51 26.68
H71 -9.04 -22.19 26.88
H72 -7.94 -21.31 27.95
H73 -6.64 -19.49 26.14
H74 -5.53 -20.74 26.70
H75 -5.70 -20.45 25.03
H76 -10.92 -21.86 22.74
H77 -10.69 -22.96 23.98
H78 -11.06 -21.31 24.31
H79 -9.21 -19.50 24.23
H80 -9.25 -19.92 22.45
H81 -7.80 -19.95 23.41
O21 -4.69 -9.67 28.92
P5 -5.42 -10.76 28.21
N13 -6.71 -10.23 27.28
C42 -7.48 -11.15 26.43
C43 -7.32 -8.98 27.53
N14 -5.97 -11.86 29.32
C44 -6.43 -13.22 29.07
C45 -6.88 -11.16 30.29
N15 -4.59 -11.75 27.15
C46 -3.47 -12.31 27.76
C47 -4.17 -11.27 25.88
H82 -8.27 -11.64 27.05
H83 -6.86 -11.95 26.00
H84 -7.89 -10.57 25.52
H85 -8.40 -9.10 27.52
H86 -7.04 -8.20 26.82
H87 -7.01 -8.59 28.57
H88 -7.41 -13.27 28.54
H89 -5.58 -13.81 28.59
H90 -6.57 -13.71 30.08
H91 -7.69 -10.66 29.69
H92 -7.35 -11.83 31.02
H93 -6.27 -10.42 30.81
H94 -2.62 -11.60 27.76
H95 -3.61 -12.77 28.76
H96 -3.07 -13.12 27.18
H97 -3.34 -10.48 25.99
H98 -5.00 -10.77 25.36
H99 -3.90 -12.10 25.25

Values from the calculation:
HOMO: -5.3910 eV
charge: -2
E_LUMO: 2.88 eV
Kohn-Sham gap: 8.3 eV
2S+1: 1

---

2.
The following is a quantum chemistry calculation of 13 unconnected molecules or ions with the total composition C47H99N5O13 at a distorted geometry, from OMol25.

Geometry (Å):
C1 0.05 4.67 7.53
O1 1.12 4.34 7.01
N1 -0.78 3.82 8.19
C2 -0.39 2.39 8.35
C3 -2.08 4.26 8.70
H1 -0.19 5.75 7.54
H2 -0.52 1.91 7.38
H3 -1.09 1.87 9.01
H4 0.66 2.27 8.62
H5 -2.29 5.27 8.36
H6 -2.85 3.56 8.36
H7 -2.26 4.26 9.78
C4 5.85 -6.23 1.07
O2 6.40 -5.85 0.02
N2 4.59 -6.68 1.06
C5 3.86 -7.00 2.26
C6 3.81 -6.74 -0.21
H8 6.39 -6.34 2.02
H9 3.55 -8.03 2.11
H10 2.94 -6.42 2.32
H11 4.51 -6.96 3.14
H12 3.18 -5.85 -0.15
H13 4.45 -6.62 -1.08
H14 3.21 -7.62 -0.44
C7 -0.35 -7.04 -6.08
O3 -0.36 -7.44 -4.89
N3 -0.34 -5.75 -6.48
C8 -0.37 -5.29 -7.87
C9 -0.50 -4.70 -5.45
H15 -0.43 -7.72 -6.95
H16 0.02 -5.95 -8.64
H17 0.04 -4.28 -7.89
H18 -1.36 -5.07 -8.27
H19 -0.61 -5.20 -4.48
H20 0.31 -3.98 -5.39
H21 -1.48 -4.24 -5.54
C10 3.88 7.08 1.26
O4 4.67 6.35 0.64
N4 3.80 8.43 1.17
C11 2.71 9.12 1.88
C12 4.70 9.20 0.33
H22 3.16 6.64 1.97
H23 3.16 9.83 2.57
H24 2.05 8.53 2.50
H25 2.02 9.64 1.21
H26 5.26 8.47 -0.26
H27 4.19 9.68 -0.50
H28 5.28 9.96 0.87
C13 6.04 -0.09 5.82
O5 5.93 -1.05 6.56
N5 7.07 0.01 4.94
C14 8.17 -0.90 4.78
C15 7.11 1.22 4.09
H29 5.27 0.70 5.78
H30 8.22 -1.23 3.75
H31 8.06 -1.79 5.39
H32 9.10 -0.33 4.88
H33 7.00 0.83 3.08
H34 6.34 1.93 4.37
H35 8.06 1.74 4.02
C16 4.96 -2.29 -6.95
C17 4.45 -0.95 -7.33
C18 5.67 -0.26 -7.92
O6 6.48 -1.30 -8.39
C19 6.04 -2.59 -7.99
H36 4.16 -3.03 -6.94
H37 5.35 -2.29 -5.93
H38 3.98 -0.32 -6.57
H39 3.68 -1.05 -8.09
H40 6.20 0.24 -7.10
H41 5.34 0.49 -8.64
H42 6.85 -3.20 -7.60
H43 5.59 -3.09 -8.85
C20 1.34 0.75 0.90
C21 0.22 -0.14 1.36
C22 -0.45 -0.55 0.08
O7 0.47 -0.15 -0.97
C23 1.67 0.25 -0.52
H44 2.11 0.78 1.68
H45 1.04 1.79 0.80
H46 -0.46 0.35 2.06
H47 0.53 -1.05 1.88
H48 -1.33 0.08 0.12
H49 -0.67 -1.61 0.08
H50 2.23 1.05 -1.00
H51 2.23 -0.68 -0.64
C24 -5.26 1.85 -5.89
C25 -3.99 1.70 -5.11
C26 -3.04 1.12 -6.15
O8 -3.90 0.25 -6.91
C27 -5.19 0.81 -7.00
H52 -5.31 2.86 -6.30
H53 -6.08 1.67 -5.19
H54 -4.19 1.07 -4.25
H55 -3.63 2.61 -4.65
H56 -2.17 0.67 -5.66
H57 -2.52 1.79 -6.83
H58 -5.90 -0.01 -6.92
H59 -5.25 1.18 -8.03
C28 -3.27 5.35 0.74
C29 -3.94 6.40 -0.18
C30 -3.41 7.70 0.42
O9 -2.98 7.37 1.71
C31 -3.18 6.04 2.07
H60 -2.30 5.17 0.28
H61 -3.80 4.40 0.76
H62 -5.00 6.33 0.07
H63 -3.76 6.28 -1.25
H64 -4.15 8.50 0.45
H65 -2.55 8.09 -0.13
H66 -4.17 6.01 2.53
H67 -2.57 5.57 2.85
C32 -5.89 -6.18 -1.74
C33 -7.01 -5.18 -1.74
C34 -7.91 -5.84 -0.59
O10 -6.95 -6.11 0.41
C35 -5.68 -6.38 -0.21
H68 -4.98 -5.87 -2.25
H69 -6.09 -7.14 -2.22
H70 -7.43 -5.18 -2.74
H71 -6.73 -4.16 -1.48
H72 -8.43 -6.77 -0.83
H73 -8.63 -5.13 -0.19
H74 -5.34 -7.41 -0.08
H75 -4.86 -5.71 0.06
C36 -7.23 0.26 4.20
C37 -6.53 -0.68 3.24
C38 -5.61 -1.45 4.15
O11 -5.27 -0.51 5.15
C39 -6.27 0.53 5.35
H76 -8.16 -0.22 4.49
H77 -7.43 1.21 3.71
H78 -5.98 -0.07 2.53
H79 -7.17 -1.30 2.61
H80 -4.71 -1.71 3.60
H81 -6.12 -2.23 4.71
H82 -5.89 1.55 5.31
H83 -6.85 0.42 6.27
C40 1.86 5.37 -4.85
C41 1.62 6.76 -5.42
C42 2.56 6.70 -6.66
O12 3.48 5.63 -6.35
C43 3.34 5.17 -5.01
H84 1.28 4.54 -5.24
H85 1.63 5.29 -3.79
H86 1.92 7.52 -4.69
H87 0.59 6.97 -5.72
H88 3.10 7.64 -6.75
H89 1.95 6.57 -7.55
H90 3.92 5.82 -4.35
H91 3.77 4.19 -4.79
C44 -0.34 -7.29 6.92
C45 0.32 -5.99 7.27
C46 -0.40 -4.76 6.59
O13 -0.74 -5.46 5.41
C47 -1.25 -6.75 5.85
H92 -1.06 -7.63 7.66
H93 0.26 -8.17 6.71
H94 1.36 -6.06 6.93
H95 0.29 -5.91 8.35
H96 0.24 -3.89 6.44
H97 -1.24 -4.29 7.09
H98 -1.18 -7.33 4.93
H99 -2.29 -6.72 6.19

Values from the calculation:
HOMO: -8.9974 eV
E_LUMO: -0.04 eV
Kohn-Sham gap: 9.0 eV
2S+1: 1